ORCA calculation (wB97M-V/def2-TZVPD) on a single C7H14OSi molecule at a distorted geometry.

HOMO (alpha / beta): -7.3 / -7.1 eV
Kohn-Sham gap (alpha / beta): 7.724 / 7.276 eV

```
23
Properties=species:S:1:pos:R:3:forces:R:3:mulliken_charge:R:1
C -4.298 -0.181 0.164 -1.03 0.10 -0.51 -0.6907
C -3.328 0.673 -0.166 2.10 -0.08 1.42 -0.2687
C -1.925 0.543 0.271 2.09 1.53 -1.94 0.1106
C 0.439 -2.267 0.591 -0.69 0.11 0.63 -0.9570
C 1.509 1.537 -1.582 1.60 2.12 3.37 -1.1371
C 3.200 -0.065 0.481 -1.27 -0.51 -1.43 -1.0704
C 0.131 -0.790 0.483 -0.39 0.55 -0.61 0.4167
O -1.206 -0.613 0.406 -1.82 0.84 0.00 -0.2986
Si 1.407 0.639 0.204 0.27 0.29 -0.29 0.2948
H -5.383 0.070 0.129 1.10 -0.47 -0.30 0.2591
H -3.935 -1.151 0.439 -0.47 -0.51 0.62 0.2555
H -3.469 1.651 -0.587 -0.46 0.37 0.12 0.2917
H -1.255 1.479 0.037 -1.22 -1.81 0.56 0.0751
H -0.421 -3.000 0.633 0.52 1.37 0.21 0.2822
H 1.048 -2.380 1.488 0.25 -0.54 -0.13 0.2777
H 0.959 -2.559 -0.290 0.98 -0.43 -0.61 0.3001
H 1.289 2.624 -1.723 -0.33 -0.73 0.76 0.3446
H 2.583 1.528 -1.785 -0.19 -0.63 -0.44 0.3055
H 0.908 1.037 -2.220 -1.50 -1.86 -2.51 0.3743
H 3.940 0.487 -0.108 -0.26 -0.35 -0.30 0.3388
H 3.395 0.256 1.455 0.51 -0.05 1.95 0.3161
H 3.301 -1.179 0.364 -0.01 1.20 0.15 0.2963
H 1.110 1.661 1.317 0.21 -0.51 -0.70 -0.1164
```
Forces are in eV/Å.

***

ORCA calculation (wB97M-V/def2-TZVPD) on 2 unconnected molecules or ions with the total composition C7H14SSe at a distorted geometry.

HOMO (alpha / beta): -8.5 / -7.6 eV
Kohn-Sham gap (alpha / beta): 8.126 / 7.159 eV

```
23
Properties=species:S:1:pos:R:3:forces:R:3:mulliken_charge:R:1
C -1.517 -0.749 -0.966 0.56 2.23 -1.34 -0.6887
C -0.053 -0.644 -1.402 -0.76 2.75 -1.67 -0.6629
C -1.810 0.355 0.087 0.85 -0.74 0.01 -1.0138
C 0.567 0.145 -0.321 -0.87 -1.22 1.94 -0.8298
C -0.428 1.119 0.237 -2.05 0.56 0.99 1.1542
C -0.317 1.766 1.683 -1.93 -0.96 -1.33 -1.7465
C 3.009 -1.239 -0.401 -2.50 -1.45 1.34 -0.8573
S -0.585 2.579 -0.843 -1.00 1.03 0.32 -0.1677
Se 2.307 0.560 -0.073 2.04 -0.10 -0.34 0.2314
H -2.084 -0.631 -1.878 -0.64 0.17 -0.05 0.3135
H -1.718 -1.670 -0.604 -0.57 -3.02 1.29 0.4364
H 0.447 -1.476 -1.751 0.94 -2.37 0.35 0.4642
H 0.021 -0.097 -2.437 -0.31 0.08 1.75 0.3020
H -2.617 0.960 -0.310 0.10 0.53 0.27 0.3409
H -2.135 -0.037 1.076 0.38 -0.03 -0.68 0.3846
H 0.332 -1.538 1.056 0.19 1.41 -0.99 0.0695
H -1.374 2.041 1.964 0.97 -0.25 -0.27 0.4002
H 0.222 2.689 1.687 0.81 0.13 0.16 0.4508
H -0.012 0.991 2.353 0.56 -0.24 0.70 0.4243
H 2.299 -1.839 0.409 1.69 0.96 -2.34 0.1938
H 2.977 -1.608 -1.438 -0.93 0.28 0.34 0.2723
H 4.029 -1.422 -0.188 1.12 0.58 0.94 0.3932
H 0.313 2.242 -1.686 1.36 -0.34 -1.40 0.1355
```
Forces are in eV/Å.